ORCA calculation (the ωB97M-V functional and the def2-TZVPD basis) on a 2-piece molecular cluster, C2H6O2PS overall in a non-equilibrium geometry.

Largest force on an atom   3.58 eV/Å
Charge   -1
HOMO level (spin up / spin down)   -3.22 / -3.24 eV
LUMO level (spin up / spin down)   0.0735 / 0.0706 Ha

The geometry in XYZ format:
```
12
Properties=species:S:1:pos:R:3:forces:R:3:nbo_charge:R:1
H 2.4811 0.0786 1.5903 -0.854 0.595 0.044 0.2349
H 0.6294 0.7771 1.2053 2.595 -0.958 -0.101 0.2711
O -3.2364 1.2594 0.2025 -0.038 0.021 0.190 -1.0489
P 1.6675 -0.6845 -0.5378 0.271 -0.206 -0.015 0.2814
H -1.1869 -0.5689 1.0007 -0.176 0.980 0.557 0.2006
H -1.4789 -1.7483 0.0042 -0.487 -3.482 -0.665 0.2035
O -3.8049 -1.2074 0.6827 0.146 1.857 -1.279 -1.0662
H 2.1088 1.4377 0.4102 0.142 -0.419 0.563 0.2305
C 1.7443 0.4918 0.8689 -1.806 0.966 -0.503 -1.0600
H -0.6096 -0.4474 -0.7161 -1.629 0.134 0.728 0.1572
S -3.2487 -0.1372 -0.3054 0.198 -2.253 1.501 1.4488
C -1.4956 -0.7374 -0.0194 1.637 2.766 -1.020 -0.8529
```
Forces are in eV/Å.